(1)
{"formula": "C26H31FN2O2", "method": "the ωB97M-V functional and the def2-TZVPD basis", "homo_energy_ha": -0.298, "e_lumo_ev": 0.679, "total_charge": 0, "smiles": "O=C(c1ccc(OC2CCN(C/C=C/c3ccc(F)cc3)CC2)cc1)N1CCCCC1", "elements": ["O", "C", "C", "C", "C", "C", "O", "C", "C", "C", "N", "C", "C", "C", "C", "C", "C", "C", "F", "C", "C", "C", "C", "C", "C", "N", "C", "C", "C", "C", "C", "H", "H", "H", "H", "H", "H", "H", "H", "H", "H", "H", "H", "H", "H", "H", "H", "H", "H", "H", "H", "H", "H", "H", "H", "H", "H", "H", "H", "H", "H", "H"], "coordinates": [[-3.81378, -2.62727, -1.67953], [-3.29371, -1.74270, -1.01932], [-1.80496, -1.68043, -0.87618], [-1.17674, -1.84106, 0.35066], [0.20371, -1.87935, 0.44813], [0.98428, -1.76201, -0.69658], [2.34175, -1.77642, -0.73368], [3.08661, -2.04512, 0.44684], [3.10294, -0.83832, 1.40803], [4.50838, -0.22683, 1.52169], [5.17890, -0.00013, 0.26237], [4.86917, 1.26813, -0.37703], [3.42245, 1.45792, -0.72534], [2.67220, 2.44873, -0.24543], [1.25264, 2.66498, -0.48497], [0.63205, 3.77262, 0.09910], [-0.71391, 4.02144, -0.08231], [-1.44995, 3.14743, -0.86041], [-2.77130, 3.37902, -1.03839], [-0.87299, 2.04039, -1.45595], [0.47397, 1.80729, -1.26537], [5.16646, -1.15095, -0.63689], [4.50408, -2.38091, -0.02192], [0.35295, -1.61754, -1.93512], [-1.02113, -1.58731, -2.02252], [-4.01723, -0.78562, -0.39844], [-5.46381, -0.83197, -0.44394], [-6.02813, -0.89816, 0.97388], [-5.52828, 0.29207, 1.78919], [-4.00203, 0.32367, 1.77273], [-3.50069, 0.34927, 0.32752], [-1.76842, -1.95399, 1.24748], [0.65620, -2.00543, 1.41879], [2.65556, -2.92759, 0.94163], [2.41000, -0.08384, 1.03116], [2.77037, -1.13600, 2.40403], [4.44414, 0.72698, 2.04945], [5.14208, -0.89120, 2.11927], [5.47906, 1.32502, -1.28509], [5.19746, 2.06511, 0.29780], [2.99952, 0.69944, -1.36809], [3.13947, 3.18727, 0.39651], [1.21730, 4.44908, 0.70501], [-1.19404, 4.87658, 0.36686], [-1.47224, 1.37583, -2.05829], [0.91736, 0.94149, -1.72905], [4.63464, -0.91336, -1.56378], [6.20613, -1.39046, -0.89972], [4.45026, -3.16755, -0.77536], [5.08325, -2.75320, 0.82243], [0.96736, -1.54912, -2.82006], [-1.50198, -1.49799, -2.98501], [-5.74673, -1.71205, -1.02395], [-5.83497, 0.06695, -0.95115], [-5.70242, -1.82811, 1.44442], [-7.11797, -0.90135, 0.93149], [-5.91274, 1.21764, 1.35432], [-5.89247, 0.22580, 2.81604], [-3.61372, -0.56431, 2.27591], [-3.63106, 1.20411, 2.29945], [-2.41062, 0.34957, 0.29407], [-3.86467, 1.26381, -0.15735]], "lowdin_charge": [0.066, -0.421, -0.155, -0.018, 0.005, -0.264, -0.034, -0.305, -0.104, -0.180, -0.165, -0.187, -0.080, -0.061, -0.217, -0.032, -0.007, -0.279, 0.047, -0.006, -0.010, -0.174, -0.109, -0.010, -0.017, -0.042, -0.140, -0.173, -0.206, -0.169, -0.158, 0.118, 0.107, 0.148, 0.105, 0.116, 0.124, 0.117, 0.125, 0.119, 0.101, 0.112, 0.112, 0.117, 0.116, 0.094, 0.113, 0.119, 0.124, 0.120, 0.124, 0.126, 0.120, 0.132, 0.118, 0.111, 0.113, 0.108, 0.109, 0.113, 0.106, 0.122]}

---

(2)
{"formula": "C3H13N4", "method": "the ωB97M-V functional and the def2-TZVPD basis", "homo_energy_ha": [-0.468, -0.437], "e_lumo_ev": [-4.784, -5.820], "total_charge": 1, "elements": ["C", "C", "C", "N", "N", "N", "N", "H", "H", "H", "H", "H", "H", "H", "H", "H", "H", "H", "H", "H"], "coordinates": [[-0.35067, 0.92383, -1.71529], [0.98236, -1.27756, 0.89420], [-1.03452, -1.68773, -0.46508], [0.39765, 2.00542, 1.39600], [0.61503, 0.23236, -0.76646], [-0.55254, 1.25378, 1.82667], [0.01362, -0.74875, 0.00078], [-0.59293, 0.33196, -2.62764], [-1.36488, 1.17945, -1.20286], [0.13823, 1.92664, -1.96335], [0.45317, -1.37569, 1.88975], [1.50071, -2.15040, 0.62749], [1.70513, -0.59926, 1.06065], [-0.83114, -2.13758, -1.38809], [-0.98948, -2.40388, 0.29594], [-1.92904, -1.17097, -0.37832], [1.12329, 2.10128, 2.12191], [0.54008, 2.33368, 0.37607], [1.50176, 0.10085, -1.11922], [-1.32583, 1.16256, 1.13684]], "lowdin_charge": [-0.062, -0.081, 0.014, 0.067, -0.084, 0.137, -0.262, 0.089, 0.103, 0.098, 0.124, 0.089, 0.038, 0.089, 0.080, 0.069, 0.149, 0.161, 0.101, 0.083]}

---

(3)
{"formula": "C6H8", "method": "the ωB97M-V functional and the def2-TZVPD basis", "homo_energy_ha": -0.275, "e_lumo_ev": 0.827, "total_charge": 0, "smiles": "C=C1C(C)=C1C", "elements": ["C", "C", "C", "C", "C", "C", "H", "H", "H", "H", "H", "H", "H", "H"], "coordinates": [[-1.07722, -2.02737, -0.26344], [-0.45713, -0.91568, 0.11403], [0.70065, -0.04510, 0.29966], [2.17334, -0.00523, 0.19009], [-0.53413, 0.51727, 0.15366], [-1.30753, 1.77105, 0.00182], [-2.23553, -2.10653, -0.36278], [-0.59956, -2.93028, -0.39715], [2.41510, -0.85778, -0.57270], [2.65636, -0.31952, 1.06922], [2.43588, 0.95954, -0.08970], [-2.35561, 1.38305, -0.23228], [-0.76982, 2.21667, -0.77956], [-1.04481, 2.35993, 0.86913]], "lowdin_charge": [-0.028, -0.246, -0.106, -0.029, -0.133, -0.022, 0.072, -0.009, 0.132, 0.057, 0.050, 0.119, 0.061, 0.083]}

---

(4)
{"formula": "C5H8NO", "method": "the ωB97M-V functional and the def2-TZVPD basis", "homo_energy_ha": -0.565, "e_lumo_ev": -6.599, "total_charge": 1, "elements": ["C", "C", "C", "C", "C", "N", "O", "H", "H", "H", "H", "H", "H", "H", "H"], "coordinates": [[-0.88902, -0.06031, 0.02497], [-1.76152, -1.29624, -0.21052], [0.48334, 0.23958, 0.02373], [1.57075, -0.67845, 0.15819], [0.79330, 1.69487, 0.05243], [-1.88597, 0.78157, 0.13426], [-2.88274, 0.00427, -0.05567], [-1.74157, -1.82706, -1.15847], [-1.79904, -1.89951, 0.62100], [1.52615, -1.40579, 1.02280], [2.46485, -0.11462, -0.01578], [1.52192, -1.64809, -0.53961], [1.74557, 2.02183, 0.64858], [-0.05303, 2.25036, 0.41309], [0.90701, 1.93759, -1.11899]], "lowdin_charge": [-0.230, 0.187, -0.193, -0.007, -0.008, 0.128, 0.074, 0.135, 0.096, 0.150, 0.090, 0.172, 0.148, 0.074, 0.183]}

---

(5)
{"formula": "C26H37F4N7S2Tc", "method": "the ωB97M-V functional and the def2-TZVPD basis", "homo_energy_ha": [-0.500, -0.497], "spin_multiplicity": 2, "e_lumo_ev": [-6.929, -7.068], "total_charge": 2, "elements": ["Tc", "C", "S", "C", "S", "N", "N", "C", "C", "C", "C", "C", "C", "N", "H", "H", "H", "H", "H", "H", "H", "H", "C", "C", "N", "C", "C", "C", "C", "N", "C", "C", "F", "C", "F", "C", "C", "F", "C", "F", "H", "H", "H", "H", "H", "H", "H", "H", "H", "H", "H", "H", "H", "H", "H", "C", "C", "N", "C", "C", "C", "C", "N", "H", "H", "H", "H", "H", "H", "H", "H", "H", "H", "H", "H", "H", "H"], "coordinates": [[0.00035, -0.32062, 1.67000], [1.50419, -5.26050, 0.39707], [1.54898, -3.99363, -0.87841], [1.19483, -2.56237, 0.00302], [0.89719, -2.47841, 1.67990], [1.20573, -1.45569, -0.74171], [0.95227, -0.34235, -0.08456], [1.02874, 0.83788, -1.00769], [0.12424, 1.95080, -0.51369], [0.61498, 3.10090, 0.07385], [-0.29733, 4.07377, 0.47176], [-1.64519, 3.85526, 0.25387], [-2.03568, 2.67667, -0.37306], [-1.17261, 1.74025, -0.74908], [1.71757, -6.19531, -0.11694], [0.51767, -5.31170, 0.85174], [2.26830, -5.07842, 1.14920], [2.06511, 1.17355, -1.01797], [1.67973, 3.24497, 0.20174], [0.04586, 4.99324, 0.92767], [-2.38627, 4.58927, 0.53817], [-3.08105, 2.48119, -0.58434], [1.51701, -1.65894, 4.84250], [2.06212, -0.46579, 4.07763], [1.03481, 0.40679, 3.41305], [1.68075, 1.71613, 3.07594], [2.93738, 1.59787, 2.23220], [-0.08833, 0.67843, 4.37231], [-1.27026, 1.34667, 3.69799], [-1.51570, 0.60029, 2.45792], [-2.77915, 0.52511, 1.87768], [-2.90758, -0.35321, 0.80955], [-1.75804, -1.05046, 0.47409], [-4.05502, -0.52599, 0.07801], [-4.05660, -1.38372, -0.94146], [-5.18267, 0.20204, 0.40784], [-5.08946, 1.09080, 1.46240], [-6.14174, 1.82335, 1.80044], [-3.91682, 1.26682, 2.18628], [-3.88994, 2.18869, 3.15453], [2.33800, -2.35029, 5.02780], [0.74955, -2.20287, 4.29133], [1.10614, -1.37881, 5.81069], [2.73932, -0.79818, 3.29453], [2.63199, 0.17213, 4.76099], [1.91651, 2.21734, 4.01983], [0.93236, 2.32320, 2.56504], [3.76774, 1.16691, 2.78715], [3.24678, 2.59525, 1.92026], [2.77408, 0.98968, 1.34021], [0.29060, 1.27163, 5.20920], [-0.42523, -0.28086, 4.75537], [-1.09825, 2.40486, 3.48662], [-2.12041, 1.28681, 4.37590], [-6.10842, 0.08235, -0.13675], [-1.59860, -1.63485, -3.45742], [-0.89345, -0.62708, -4.35445], [0.57397, -0.73313, -4.25695], [1.23110, -1.47777, -5.35065], [1.49198, -0.59900, -6.56184], [1.24069, -0.21180, -3.25722], [2.72641, -0.35220, -3.18927], [0.57991, 0.49682, -2.33310], [-2.67711, -1.54325, -3.57691], [-1.36020, -1.48540, -2.40277], [-1.31276, -2.65178, -3.72630], [-1.19938, 0.40079, -4.14740], [-1.14415, -0.80300, -5.39829], [0.55995, -2.29914, -5.60152], [2.14668, -1.92757, -4.97712], [0.56878, -0.16313, -6.94367], [1.93352, -1.19527, -7.35883], [2.17944, 0.21357, -6.32519], [2.98759, -1.38418, -2.95798], [3.15432, 0.28435, -2.42322], [3.17268, -0.08219, -4.14440], [-0.43051, 0.55240, -2.39311]], "lowdin_charge": [1.304, -0.390, 0.916, -1.048, 0.743, -0.082, -0.185, -0.241, -0.264, -0.018, -0.025, -0.016, -0.102, 0.113, 0.050, 0.042, 0.043, 0.140, 0.115, 0.126, 0.123, 0.122, -0.100, -0.250, -0.293, -0.231, -0.073, -0.161, -0.178, -0.149, -0.174, -0.143, -0.028, -0.212, 0.119, 0.103, -0.202, 0.139, -0.146, 0.115, 0.096, 0.029, 0.086, 0.096, 0.135, 0.136, 0.086, 0.084, 0.087, 0.054, 0.147, 0.113, 0.121, 0.133, 0.153, -0.042, -0.164, -0.031, -0.175, -0.046, -0.266, 0.039, 0.134, 0.089, 0.056, 0.089, 0.129, 0.128, 0.133, 0.116, 0.083, 0.094, 0.080, 0.102, 0.085, 0.101, 0.108]}

---

(6)
{"formula": "C20H49N3O19S4", "method": "the ωB97M-V functional and the def2-TZVPD basis", "homo_energy_ha": -0.332, "e_lumo_ev": -0.159, "total_charge": 0, "smiles": "O=S1(=O)OCCO1.O=S1(=O)OCCO1.O=S1(=O)OCCO1.O=S1(=O)OCCO1.COC[C@H](C)N.COC[C@H](C)N.COC[C@H](C)N", "elements": ["O", "S", "O", "O", "C", "C", "O", "H", "H", "H", "H", "O", "S", "O", "O", "C", "C", "O", "H", "H", "H", "H", "O", "S", "O", "O", "C", "C", "O", "H", "H", "H", "H", "O", "S", "O", "O", "C", "C", "O", "H", "H", "H", "H", "C", "O", "C", "C", "C", "N", "H", "H", "H", "H", "H", "H", "H", "H", "H", "H", "H", "C", "O", "C", "C", "C", "N", "H", "H", "H", "H", "H", "H", "H", "H", "H", "H", "H", "C", "O", "C", "C", "C", "N", "H", "H", "H", "H", "H", "H", "H", "H", "H", "H", "H"], "coordinates": [[-1.12141, -6.13015, -4.47208], [-1.06308, -5.18284, -3.41254], [-1.91938, -5.32810, -2.29266], [0.53972, -5.06703, -2.96776], [0.85486, -3.57434, -2.80450], [0.07496, -2.92533, -3.89527], [-1.17656, -3.65180, -3.97335], [0.55412, -3.33057, -1.80288], [1.92471, -3.41111, -3.08052], [0.57846, -3.18861, -4.82816], [-0.11320, -1.86704, -3.70131], [1.73446, 2.10019, 2.19219], [2.67288, 3.10252, 1.77015], [3.33313, 3.85101, 2.78342], [3.72635, 2.41132, 0.74628], [4.08608, 3.40088, -0.26742], [2.74338, 4.04161, -0.59149], [1.98000, 4.13753, 0.69441], [4.73666, 4.15301, 0.17366], [4.52630, 2.90484, -1.11732], [2.22210, 3.38012, -1.25690], [2.76359, 5.06403, -1.01591], [-1.83466, 0.43119, -1.11012], [-1.19923, -0.84296, -0.97670], [-1.79838, -2.06178, -1.39419], [0.34903, -0.74756, -1.57115], [1.15344, -0.08429, -0.61906], [0.48951, -0.21910, 0.86122], [-0.73596, -1.02601, 0.55976], [2.16468, -0.50519, -0.61772], [1.32017, 0.96590, -0.93055], [0.08938, 0.72282, 1.19895], [1.06034, -0.71461, 1.63754], [4.36369, 0.69781, -4.75831], [4.10586, -0.40646, -3.87115], [2.94426, -0.45948, -3.05022], [4.23231, -1.86952, -4.66670], [5.65440, -2.25691, -4.65006], [6.38814, -1.40221, -3.57828], [5.33327, -0.71694, -2.86842], [5.72062, -3.35425, -4.49854], [6.02209, -2.10336, -5.68388], [6.94231, -0.59059, -4.04667], [6.95697, -1.89660, -2.81289], [-2.72570, 3.81539, -1.34910], [-4.09992, 4.16552, -1.53890], [-4.93906, 4.19616, -0.34482], [-4.91215, 2.80353, 0.25533], [-5.46856, 1.71780, -0.60651], [-5.58523, 2.77778, 1.58383], [-2.55148, 2.73520, -1.36420], [-2.33099, 4.11818, -0.40107], [-2.17927, 4.36840, -2.12064], [-4.53631, 4.95412, 0.34301], [-5.96632, 4.33822, -0.59932], [-3.85808, 2.58369, 0.41263], [-6.54651, 1.82243, -0.66639], [-5.15674, 0.73529, -0.26089], [-5.07405, 1.77706, -1.63507], [-6.56919, 3.01486, 1.47365], [-5.59766, 1.80866, 1.92700], [-4.46793, 5.73256, 5.62087], [-3.23285, 5.02498, 5.34673], [-3.33103, 4.09381, 4.27582], [-2.10409, 3.26170, 4.22231], [-0.82113, 4.09499, 3.97563], [-2.33955, 2.22629, 3.20525], [-5.19671, 5.03071, 5.96274], [-4.72968, 6.30853, 4.73781], [-4.21787, 6.42471, 6.41074], [-4.19870, 3.43337, 4.38187], [-3.47740, 4.62113, 3.34316], [-1.91168, 2.99207, 5.28771], [-1.02384, 4.55649, 3.00654], [0.07074, 3.47875, 3.86284], [-0.69628, 4.89863, 4.71746], [-1.65950, 1.48905, 3.20772], [-3.26630, 1.84609, 3.37460], [3.03502, -7.87185, -0.44746], [2.68044, -7.05368, 0.60880], [1.98408, -5.91033, 0.16078], [1.34121, -5.20867, 1.33990], [0.38960, -4.18925, 0.74729], [2.38102, -4.54603, 2.18517], [3.58314, -7.28420, -1.19886], [2.15263, -8.34402, -0.93008], [3.76051, -8.56436, -0.01136], [2.74425, -5.26449, -0.31928], [1.17023, -6.17616, -0.52541], [0.80969, -6.03270, 1.81819], [0.90239, -3.31857, 0.37427], [-0.36156, -3.87975, 1.48705], [-0.13544, -4.59653, -0.14516], [1.85143, -4.17222, 2.95715], [3.03206, -5.28339, 2.41777]], "lowdin_charge": [-0.232, 0.636, -0.224, -0.230, -0.121, -0.168, -0.208, 0.074, 0.141, 0.136, 0.126, -0.246, 0.635, -0.214, -0.203, -0.142, -0.122, -0.198, 0.130, 0.131, 0.109, 0.145, -0.220, 0.645, -0.197, -0.234, -0.171, -0.069, -0.237, 0.115, 0.118, 0.084, 0.125, -0.221, 0.660, -0.231, -0.214, -0.133, -0.134, -0.215, 0.134, 0.131, 0.125, 0.129, -0.103, -0.199, -0.155, -0.468, -0.064, 0.036, 0.058, 0.074, 0.091, 0.127, 0.115, 0.108, 0.078, 0.079, 0.088, 0.066, 0.073, -0.071, -0.197, -0.250, -0.450, -0.046, 0.066, 0.075, 0.086, 0.080, 0.117, 0.119, 0.141, 0.073, 0.056, 0.084, 0.061, 0.060, -0.134, -0.192, -0.233, -0.418, -0.062, 0.055, 0.085, 0.102, 0.091, 0.140, 0.116, 0.142, 0.059, 0.092, 0.076, 0.064, 0.064]}